The following is a quantum chemistry calculation of 4 unconnected molecules or ions with the total composition C28H65N11O8P3, from the OMol25 dataset.

Each line ends with the Mulliken charge.
Element x y z (Å)
O1 -5.214 -9.042 2.303  -0.237
N1 -5.712 -8.435 1.446  0.109
O2 -4.757 -7.953 0.501  -0.162
C1 -4.274 -6.653 0.884  -0.402
C2 -3.001 -6.336 0.111  -0.121
N2 -2.349 -5.150 0.714  -0.166
C3 -3.092 -3.929 0.480  -0.318
O3 -3.416 -3.213 1.680  -0.549
C4 -2.290 -2.778 2.350  -0.250
C5 -1.951 -3.419 3.527  0.041
C6 -0.810 -3.051 4.227  -0.596
C7 -0.013 -2.036 3.733  -0.466
C8 -0.364 -1.386 2.564  -0.751
C9 -1.501 -1.746 1.850  -0.316
C10 -1.947 -7.462 0.298  0.104
O4 -2.023 -8.137 1.338  -0.705
O5 -1.087 -7.520 -0.605  -0.739
H1 -5.045 -5.935 0.588  0.307
H2 -4.122 -6.595 1.956  0.351
H3 -3.183 -6.135 -0.937  0.506
H4 -2.281 -5.371 1.701  0.284
H5 -4.008 -4.079 -0.083  0.346
H6 -2.472 -3.263 -0.125  0.140
H7 -2.569 -4.218 3.900  0.496
H8 -0.566 -3.593 5.125  0.390
H9 0.883 -1.766 4.269  0.504
H10 0.269 -0.601 2.177  0.548
H11 -1.766 -1.260 0.927  0.681
O6 -1.363 -2.205 -3.019  -0.838
P1 -0.116 -2.752 -3.641  0.464
N3 0.776 -3.372 -2.334  0.618
C11 1.592 -2.567 -1.444  -1.293
C12 0.130 -4.517 -1.673  -1.390
N4 0.463 -1.252 -4.361  0.252
C13 1.571 -0.482 -3.828  -1.190
C14 -0.604 -0.359 -4.787  -0.873
N5 0.690 -3.705 -4.769  0.195
C15 2.040 -4.203 -4.650  -0.741
C16 0.133 -3.730 -6.114  -1.135
H12 2.170 -3.226 -0.796  0.468
H13 1.002 -1.884 -0.814  0.375
H14 2.330 -1.986 -1.995  0.369
H15 0.371 -5.453 -2.185  0.230
H16 -0.956 -4.415 -1.664  0.252
H17 0.444 -4.622 -0.639  0.511
H18 1.429 -0.194 -2.778  0.366
H19 1.688 0.437 -4.406  0.386
H20 2.522 -1.013 -3.927  0.266
H21 -0.996 0.252 -3.961  0.035
H22 -1.443 -0.909 -5.208  0.356
H23 -0.245 0.313 -5.572  0.457
H24 2.773 -3.403 -4.497  0.183
H25 2.312 -4.726 -5.569  0.387
H26 2.142 -4.923 -3.840  0.221
H27 0.585 -2.960 -6.754  0.349
H28 -0.944 -3.554 -6.086  0.331
H29 0.275 -4.707 -6.582  0.393
O7 3.298 0.336 3.773  -0.919
P2 3.157 1.805 3.526  0.723
N6 4.308 2.044 2.268  0.346
C17 5.736 2.166 2.483  -1.171
C18 3.941 1.377 1.020  -1.134
N7 3.559 2.375 5.135  0.138
C19 4.849 2.935 5.485  -1.089
C20 3.086 1.501 6.207  -1.088
N8 2.382 3.255 3.143  0.387
C21 2.987 4.429 2.556  -0.897
C22 1.093 3.482 3.787  -1.170
H30 6.217 2.463 1.549  0.429
H31 6.201 1.234 2.837  0.294
H32 5.964 2.962 3.190  0.339
H33 3.267 2.010 0.428  0.219
H34 3.434 0.423 1.196  0.342
H35 4.820 1.168 0.413  0.416
H36 5.686 2.259 5.263  0.360
H37 4.875 3.149 6.555  0.365
H38 5.025 3.895 4.992  0.240
H39 3.767 0.663 6.403  0.325
H40 2.110 1.081 5.966  0.309
H41 2.970 2.083 7.124  0.379
H42 3.833 4.804 3.141  0.192
H43 2.245 5.227 2.504  0.385
H44 3.325 4.254 1.536  0.289
H45 1.206 4.030 4.731  0.269
H46 0.599 2.532 4.006  0.348
H47 0.421 4.038 3.135  0.397
O8 0.283 4.565 -1.702  -0.829
P3 -1.140 4.779 -1.301  0.408
N9 -1.635 3.252 -0.713  0.517
C23 -2.060 2.147 -1.551  -1.715
C24 -0.928 2.839 0.493  -1.036
N10 -1.775 5.283 -2.856  0.195
C25 -2.596 4.431 -3.699  -1.034
C26 -0.820 6.023 -3.676  -1.079
N11 -2.343 5.596 -0.451  0.185
C27 -3.630 5.061 -0.065  -0.746
C28 -2.239 7.050 -0.420  -1.116
H48 -2.469 1.350 -0.929  0.517
H49 -1.245 1.738 -2.161  0.624
H50 -2.879 2.436 -2.207  0.357
H51 -1.411 3.259 1.383  0.159
H52 0.117 3.165 0.492  0.452
H53 -0.928 1.755 0.595  0.248
H54 -2.113 3.477 -3.945  0.346
H55 -2.807 4.944 -4.639  0.368
H56 -3.573 4.232 -3.250  0.241
H57 -0.144 5.365 -4.239  0.312
H58 -0.204 6.678 -3.063  0.323
H59 -1.364 6.656 -4.382  0.384
H60 -4.203 4.685 -0.919  0.189
H61 -4.220 5.849 0.404  0.388
H62 -3.541 4.260 0.667  0.206
H63 -2.798 7.512 -1.244  0.345
H64 -1.196 7.362 -0.505  0.340
H65 -2.608 7.451 0.526  0.394

Results
Energy above the lowest of the compared OMol25 structures with the same formula, charge and spin ... 0.0 kcal per mole
Net charge ... -1
Strongest force on any atom ... 5.8 eV Å⁻¹
HOMO level ... -4.3 eV